<a>
Here is one molecule with the formula C9H11NOS from the Open Molecules 2025 dataset. Energies are from the ωB97M-V functional and the def2-TZVPD basis.

Atoms and positions in Å:
C  -0.365  0.799  -1.528
C  -1.112  0.128  -0.364
C  -0.586  2.097  -1.762
C  0.778  -1.418  -0.001
C  -0.552  -1.207  -0.011
C  1.411  -2.709  0.356
C  -1.095  1.108  0.828
C  -1.549  2.494  0.329
C  2.915  -2.743  0.646
N  -1.254  2.886  -0.858
O  0.702  -3.628  0.706
S  -2.202  3.565  1.530
H  0.167  0.229  -2.277
H  -2.286  0.156  -0.536
H  -0.148  2.579  -2.604
H  1.273  -0.569  -0.285
H  -1.244  -1.854  0.315
H  -1.555  0.734  1.638
H  -0.079  1.095  1.221
H  3.483  -2.266  -0.195
H  3.119  -3.840  0.743
H  3.017  -2.016  1.466
H  -2.837  4.378  0.642

SMILES string = CC(=O)/C=C/[C@@H]1C=CN=C(S)C1
HOMO level = -8.62 eV
2S+1 = 1
Kohn-Sham gap = 8.70 eV

<b>
Here is a 2-piece molecular cluster, C9H11NOS overall from the Open Molecules 2025 dataset. Energies are from the ωB97M-V functional and the def2-TZVPD basis.

Atoms and positions in Å:
C  1.459  -0.921  1.261
C  0.269  -0.188  1.455
C  0.898  -1.032  -1.081
C  1.806  -1.387  0.017
C  -0.574  0.025  0.385
C  -1.925  0.640  0.497
C  -2.599  1.047  -0.605
C  3.219  -2.061  -0.099
C  -3.945  1.733  -0.524
N  -0.197  -0.403  -0.836
O  2.343  2.377  0.238
S  2.955  1.729  -1.014
H  1.946  -1.305  2.092
H  0.040  0.331  2.394
H  1.181  -1.227  -2.110
H  -2.383  1.069  1.426
H  -2.245  0.589  -1.604
H  3.490  -2.487  0.900
H  3.290  -2.713  -0.851
H  3.862  -1.231  -0.494
H  -4.815  1.128  -0.896
H  -3.845  2.605  -1.064
H  -4.232  1.683  0.512

SMILES string = C/C=C/c1ccc(C)cn1.O=S
HOMO level (spin up / spin down) = -8.31 / -8.25 eV
2S+1 = 1
Kohn-Sham gap (spin up / spin down) = 6.69 / 6.60 eV

Relative energies, unit kJ/mol: <a> 0.0; <b> 104.4

<a>
Here is one molecule with the formula C6H12OS from the Open Molecules 2025 dataset. Energies are from the ωB97M-V functional and the def2-TZVPD basis.

Atoms and positions in Å:
C  0.298  0.068  -0.887
C  -1.110  -0.046  -0.328
C  -1.621  -1.263  0.228
C  -1.771  1.069  -0.308
C  1.170  0.146  1.431
C  1.417  -0.419  0.074
O  2.150  0.244  -2.932
S  0.924  -0.828  -2.689
H  0.538  1.059  -1.323
H  -2.588  -1.247  0.734
H  -0.971  -1.823  0.864
H  -1.965  -1.923  -0.540
H  1.759  1.018  -3.328
H  -1.475  2.077  -0.811
H  -2.750  1.149  0.270
H  1.465  1.082  1.569
H  1.563  -0.590  2.196
H  0.040  0.193  1.755
H  1.392  -1.603  -0.015
H  2.347  -0.143  -0.399

SMILES string = C=C(C)[C@@H](CC)SO
HOMO level = -8.61 eV
2S+1 = 1
Kohn-Sham gap = 9.31 eV

<b>
Here is one molecule with the formula C6H12OS from the Open Molecules 2025 dataset. Energies are from the ωB97M-V functional and the def2-TZVPD basis.

Atoms and positions in Å:
C  2.438  0.462  0.180
C  -0.239  -0.572  0.180
C  0.224  -1.548  1.262
C  -1.463  -1.084  -0.594
C  -2.027  0.299  -0.606
C  -1.080  0.687  0.592
H  2.642  -0.187  1.026
H  2.183  1.424  0.625
H  3.350  0.631  -0.405
H  0.964  -1.092  1.912
H  0.635  -2.465  0.901
H  -0.620  -1.711  1.933
H  -1.277  -1.571  -1.554
H  -2.090  -1.709  0.055
H  -1.852  0.879  -1.463
H  -3.106  0.332  -0.379
H  -1.531  0.509  1.578
H  -0.270  2.236  -0.242
O  -0.550  1.978  0.642
S  1.141  -0.161  -0.950

SMILES string = CS[C@]1(C)CC[C@@H]1O
HOMO level = -8.64 eV
2S+1 = 1
Kohn-Sham gap = 9.49 eV

<c>
Here is one molecule with the formula C6H12OS from the Open Molecules 2025 dataset. Energies are from the ωB97M-V functional and the def2-TZVPD basis.

Atoms and positions in Å:
C  2.065  1.212  1.669
C  0.670  1.085  1.109
C  -0.467  1.493  1.948
C  0.420  0.628  -0.125
C  -0.831  -0.524  -1.751
C  -0.967  -1.997  -1.273
H  2.190  2.114  2.264
H  2.423  0.363  2.242
H  2.735  1.248  0.813
H  -0.943  0.664  2.525
H  -0.194  2.251  2.674
H  -1.280  1.894  1.332
H  1.253  0.331  -0.760
H  -1.733  -0.217  -2.329
H  0.078  -0.458  -2.397
H  -0.238  -2.205  -0.483
H  -1.911  -2.116  -0.791
H  -1.803  -2.917  -3.391
O  -0.751  0.362  -0.673
S  -0.718  -3.211  -2.603

SMILES string = CC(C)=COCCS
HOMO level = -8.14 eV
2S+1 = 1
Kohn-Sham gap = 9.00 eV

Relative energies, unit kJ/mol: <a> 203.4; <b> 0.0; <c> 34.5

<a>
Here is an isolated ion of composition C2H8N and charge +1 from the Open Molecules 2025 dataset. Energies are from the ωB97M-V functional and the def2-TZVPD basis.

Atoms and positions in Å:
C  0.545  -0.224  -1.135
N  0.402  0.355  0.262
C  -0.877  -0.083  0.927
H  0.552  -1.298  -1.011
H  1.467  0.148  -1.554
H  -0.256  0.170  -1.741
H  1.198  0.034  0.812
H  0.464  1.374  0.243
H  -0.939  -1.153  0.792
H  -0.862  0.239  1.967
H  -1.695  0.438  0.438

SMILES string = C[NH2+]C
HOMO level = -19.00 eV
2S+1 = 1
Kohn-Sham gap = 15.23 eV
Charge = +1

<b>
Here is an isolated ion of composition C2H8N and charge +1 from the Open Molecules 2025 dataset. Energies are from the ωB97M-V functional and the def2-TZVPD basis.

Atoms and positions in Å:
C  1.170  0.006  -0.569
N  0.066  0.352  0.452
C  -1.211  -0.336  0.124
H  1.555  -1.007  -0.175
H  0.806  -0.237  -1.569
H  1.810  0.914  -0.639
H  0.017  1.378  0.527
H  0.353  -0.001  1.407
H  -1.586  -0.088  -0.882
H  -1.932  -0.074  0.900
H  -1.171  -1.406  0.063

SMILES string = C[NH2+]C
HOMO level = -18.31 eV
2S+1 = 1
Kohn-Sham gap = 14.45 eV
Charge = +1

Relative energies, unit kJ/mol: <a> 0.0; <b> 46.4

<a>
Here is a 2-piece molecular cluster, C6H10OSi2 overall from the Open Molecules 2025 dataset. Energies are from the ωB97M-V functional and the def2-TZVPD basis.

Atoms and positions in Å:
C  4.785  -1.118  0.845
C  -3.729  -0.518  -1.547
C  3.821  -0.827  0.189
C  -2.843  -0.629  -0.734
C  1.448  2.296  -1.295
C  -1.919  -0.415  2.188
O  -0.172  -0.229  -0.038
Si  0.825  0.421  -1.184
Si  -1.503  -1.023  0.502
H  5.711  -1.343  1.454
H  -4.432  -0.568  -2.247
H  1.861  2.282  -0.300
H  2.332  2.210  -1.864
H  0.855  3.119  -1.504
H  -2.338  -1.191  2.939
H  -1.136  0.120  2.533
H  -2.750  0.317  2.033
H  0.542  -0.390  -2.362
H  -1.356  -2.514  0.392

HOMO level (spin up / spin down) = -8.21 / -8.21 eV
2S+1 = 1
Kohn-Sham gap (spin up / spin down) = 6.71 / 6.71 eV

<b>
Here is one molecule with the formula C6H10OSi2 from the Open Molecules 2025 dataset. Energies are from the ωB97M-V functional and the def2-TZVPD basis.

Atoms and positions in Å:
C  -2.505  -1.605  -0.360
C  -2.265  -0.848  -1.449
C  -1.603  -1.492  0.696
C  -1.215  0.082  -1.433
C  -0.532  -0.645  0.721
C  -0.402  0.307  -0.319
O  0.263  -0.626  1.860
Si  3.153  1.192  0.545
Si  1.000  1.633  -0.251
H  -3.353  -2.400  -0.535
H  -3.046  -0.832  -2.179
H  -1.639  -2.198  1.601
H  -1.075  0.651  -2.321
H  -0.116  -1.248  2.435
H  3.858  2.184  1.324
H  4.200  1.055  -0.513
H  3.440  -0.039  1.285
H  0.680  2.886  0.506
H  1.157  1.942  -1.612

SMILES string = Oc1ccccc1[SiH2][SiH3]
HOMO level = -9.08 eV
2S+1 = 1
Kohn-Sham gap = 9.81 eV

Relative energies, unit kJ/mol: <a> 384.5; <b> 0.0